{"formula": "C47H98N5O7", "method": "wB97M-V/def2-TZVPD", "species": ["C", "C", "O", "O", "H", "H", "H", "C", "C", "C", "C", "C", "C", "N", "O", "C", "C", "C", "H", "H", "H", "H", "H", "H", "H", "H", "H", "H", "H", "H", "H", "H", "H", "H", "H", "H", "H", "C", "C", "C", "C", "C", "C", "N", "O", "C", "C", "C", "H", "H", "H", "H", "H", "H", "H", "H", "H", "H", "H", "H", "H", "H", "H", "H", "H", "H", "H", "C", "C", "C", "C", "C", "C", "N", "O", "C", "C", "C", "H", "H", "H", "H", "H", "H", "H", "H", "H", "H", "H", "H", "H", "H", "H", "H", "H", "H", "H", "C", "C", "C", "C", "C", "C", "N", "O", "C", "C", "C", "H", "H", "H", "H", "H", "H", "H", "H", "H", "H", "H", "H", "H", "H", "H", "H", "H", "H", "H", "C", "C", "C", "C", "C", "C", "N", "O", "C", "C", "C", "H", "H", "H", "H", "H", "H", "H", "H", "H", "H", "H", "H", "H", "H", "H", "H", "H", "H", "H"], "xyz": [[7.98643, 9.95075, 25.20531], [6.66215, 10.18324, 25.93366], [6.73280, 10.64538, 27.10211], [5.55068, 9.85930, 25.41826], [8.67461, 9.92276, 26.04977], [8.31638, 10.70000, 24.48382], [7.89501, 9.07100, 24.56552], [6.56707, 6.92132, 28.56560], [7.65781, 7.60352, 29.39465], [8.72975, 7.84945, 28.34866], [9.97566, 8.53782, 28.90230], [9.49586, 9.86722, 29.50951], [8.25988, 9.84927, 30.40171], [7.22236, 8.88610, 29.88426], [6.09183, 8.83704, 30.73653], [8.64613, 9.48960, 31.85088], [7.62520, 11.24292, 30.28540], [8.15714, 6.55329, 30.44827], [6.30872, 7.44360, 27.64536], [5.66941, 6.85067, 29.18697], [6.87626, 5.91216, 28.29007], [8.97424, 6.91919, 27.82539], [8.40377, 8.55564, 27.57914], [10.76677, 8.81238, 28.19534], [10.53097, 7.78990, 29.48371], [9.34889, 10.58549, 28.70278], [10.35637, 10.24611, 30.07381], [9.09615, 10.32691, 32.38293], [7.77300, 9.22671, 32.45166], [9.27378, 8.60126, 31.80790], [6.79720, 11.38348, 30.99896], [8.30493, 12.01385, 30.66191], [7.07091, 11.50629, 29.38503], [7.50164, 6.56532, 31.32336], [9.16007, 6.70240, 30.85218], [8.15114, 5.55516, 30.01059], [6.49271, 8.61314, 31.58854], [3.39024, 14.85385, 26.52046], [3.31953, 13.96129, 27.82498], [2.90661, 14.86108, 29.01534], [1.41041, 15.06126, 29.25839], [0.61273, 13.77416, 29.16589], [0.93125, 13.08356, 27.82541], [2.36456, 12.84690, 27.70881], [2.70898, 11.86994, 26.76706], [0.12330, 11.75808, 27.85068], [0.35797, 13.92707, 26.64605], [4.71452, 13.44505, 28.11856], [4.42903, 15.14446, 26.37240], [2.78379, 15.75122, 26.61820], [3.07112, 14.15890, 25.74488], [3.44340, 14.50146, 29.89804], [3.32203, 15.86951, 28.91782], [1.00107, 15.86540, 28.64321], [1.37324, 15.44725, 30.28363], [-0.46298, 13.96896, 29.20555], [0.79586, 13.16394, 30.05292], [-0.86966, 11.97676, 28.23670], [0.23275, 11.14377, 26.95909], [0.59426, 11.12869, 28.61480], [-0.71534, 14.08188, 26.77067], [0.90558, 14.85700, 26.57731], [0.41734, 13.26264, 25.77976], [5.20319, 12.93330, 27.28607], [4.72531, 12.70378, 28.92209], [5.41304, 14.21960, 28.44798], [2.32917, 12.19286, 25.93039], [10.35681, 6.87479, 24.94762], [11.72196, 6.27559, 25.22209], [12.65784, 7.48058, 25.31714], [14.01752, 7.11062, 25.91267], [13.78696, 6.51016, 27.30016], [12.87161, 5.25884, 27.33043], [11.73930, 5.48139, 26.43704], [10.61456, 4.64726, 26.63574], [13.72286, 4.02505, 27.00008], [12.33048, 5.20577, 28.76725], [12.10152, 5.39815, 23.99336], [9.87515, 7.44549, 25.75033], [9.53147, 6.19246, 24.72648], [10.44592, 7.58201, 24.12210], [12.88862, 7.78953, 24.29641], [12.14443, 8.24752, 25.89682], [14.69278, 7.96607, 25.97792], [14.57472, 6.37126, 25.32800], [13.37870, 7.29305, 27.94280], [14.77049, 6.23529, 27.69017], [14.56703, 3.99963, 27.69313], [13.20579, 3.08029, 27.17372], [14.06276, 4.10503, 25.96962], [11.64778, 4.35324, 28.86654], [13.13058, 5.15171, 29.50675], [11.62804, 5.96455, 29.12954], [11.20758, 4.97106, 23.53420], [12.85138, 4.64035, 24.20824], [12.49159, 5.99978, 23.16367], [10.09642, 5.20971, 27.22762], [6.64149, 13.47928, 24.24272], [5.94112, 13.49957, 22.87633], [7.03951, 13.66396, 21.83143], [6.57574, 13.55670, 20.38139], [5.85191, 12.22001, 20.18522], [4.73292, 11.94367, 21.17618], [5.24458, 12.24078, 22.53756], [4.49020, 11.76688, 23.62741], [3.50449, 12.83905, 20.88323], [4.30864, 10.49553, 21.04007], [4.97446, 14.72688, 22.82425], [6.10358, 12.96863, 25.04251], [6.92487, 14.44536, 24.67119], [7.61998, 12.99408, 24.18202], [7.47773, 14.63502, 22.08756], [7.78200, 12.87591, 21.98310], [7.45588, 13.53724, 19.73575], [5.94666, 14.41660, 20.14629], [6.56990, 11.43029, 19.95849], [5.36521, 12.30716, 19.20233], [3.69339, 13.89025, 20.68857], [2.96360, 12.39824, 20.03677], [2.74420, 12.81886, 21.66810], [4.25360, 10.08454, 20.02905], [5.01396, 9.84164, 21.56106], [3.32406, 10.29025, 21.46612], [4.04315, 14.35703, 23.26333], [4.70493, 15.09730, 21.84129], [5.37386, 15.46746, 23.51594], [4.96908, 10.94939, 23.87701], [11.10801, 8.29112, 17.91903], [10.80399, 7.72564, 19.31141], [12.04402, 7.77922, 20.22330], [12.29982, 9.14703, 20.85979], [11.02080, 9.53163, 21.65113], [9.78260, 9.57055, 20.76799], [9.64139, 8.33613, 19.98660], [8.54473, 8.41718, 19.09988], [8.58099, 9.71218, 21.70390], [9.86069, 10.86604, 19.88625], [10.53196, 6.20586, 19.17101], [11.33635, 9.35043, 18.00594], [10.25597, 8.13484, 17.25536], [11.87486, 7.64208, 17.49383], [11.93730, 7.01159, 20.98713], [12.87717, 7.57922, 19.54510], [12.56460, 9.97135, 20.19588], [13.14816, 9.06983, 21.54475], [11.29640, 10.49512, 22.08429], [10.92875, 8.81718, 22.47102], [8.31632, 8.85355, 22.32234], [8.80272, 10.55374, 22.35895], [7.65632, 9.92739, 21.16356], [9.68138, 11.76637, 20.47288], [10.82924, 10.95258, 19.39266], [9.11364, 10.78759, 19.09496], [9.82383, 5.97497, 18.37112], [10.40067, 5.64515, 20.09392], [11.42130, 5.73159, 18.72995], [7.83694, 8.01362, 19.61594]], "forces_ev_per_angstrom": [[-0.28, -0.07, -0.11], [-1.93, 0.55, 1.01], [0.94, 0.11, -0.42], [0.88, -0.06, -1.18], [0.59, -0.42, -0.54], [-0.34, 0.55, 0.38], [0.29, -0.43, 0.52], [-1.03, -0.05, 0.66], [0.47, -1.19, -0.72], [1.63, 1.00, -0.86], [-0.11, -0.42, -0.01], [1.25, -0.52, 0.24], [-1.37, 0.04, -0.36], [0.58, 0.93, -0.42], [0.85, -0.29, -0.12], [-0.33, -0.05, -0.33], [-1.16, 0.61, 1.86], [-0.16, 0.42, 0.20], [0.08, 0.37, 0.17], [-0.10, -0.13, -0.22], [0.07, -0.02, 0.07], [-0.05, -0.14, 0.18], [-0.78, -0.31, 0.12], [-0.49, -0.11, -0.65], [-0.25, 0.60, 0.98], [-0.26, -0.23, -0.19], [-0.28, 0.32, 0.28], [0.35, -0.08, -0.16], [-0.01, 0.08, 0.09], [0.34, 0.20, 0.33], [0.11, -0.61, 0.31], [0.36, 0.04, -0.65], [0.97, -0.41, -0.70], [-0.18, -0.21, -0.10], [0.07, 0.29, -0.24], [-0.14, -0.02, 0.04], [-0.55, -0.16, 0.24], [0.19, -1.15, 0.98], [-0.10, 1.29, -0.48], [0.19, 0.01, -0.01], [0.34, 0.17, 1.11], [0.22, 0.55, -0.41], [-1.22, -0.41, -0.09], [0.01, -0.14, 1.71], [-0.45, 0.69, -0.32], [1.70, -0.19, 1.02], [-0.01, -0.99, 0.63], [0.77, -0.97, 0.13], [-0.03, 0.04, -0.25], [-0.20, -0.07, -0.31], [0.10, 0.62, -0.59], [-0.53, -0.39, 0.20], [0.24, -0.11, -0.49], [0.01, -0.19, -0.28], [-0.35, 0.10, -0.03], [-0.01, 0.17, -0.18], [0.42, -0.36, -0.30], [-0.31, -0.16, -0.65], [-0.60, 0.36, -0.28], [-0.01, 0.05, 0.10], [0.03, 0.26, 0.20], [-0.22, 0.10, -0.53], [0.36, 0.55, -0.41], [-0.28, 0.00, -0.14], [-0.33, -0.02, 0.00], [-0.31, 0.38, -0.15], [0.47, -0.29, -0.20], [-1.48, 0.35, 0.12], [-0.12, -0.80, -0.72], [1.26, -0.74, -0.13], [-0.34, -0.40, 0.70], [0.44, 0.28, -0.45], [-0.44, 1.13, 0.41], [0.17, 0.90, 0.47], [0.52, 0.41, 0.01], [-0.19, 0.01, 0.54], [-0.86, -1.14, 0.52], [-0.15, 0.52, -0.74], [0.79, 0.18, 0.33], [0.51, -0.47, -0.40], [-0.05, -0.12, -0.14], [-0.61, 0.49, -0.01], [0.29, 0.23, -0.02], [-0.17, 0.16, 0.08], [-0.32, 0.01, -0.39], [-0.14, -0.09, 0.06], [-0.14, -0.10, 0.33], [0.20, 0.06, -0.21], [-0.31, 0.10, -0.32], [0.17, -0.22, 0.03], [0.64, -0.50, 0.10], [0.06, -0.22, -0.07], [0.52, 0.78, -0.76], [0.03, -0.50, 0.42], [-0.15, -0.11, 0.12], [0.18, 0.20, 0.18], [-0.40, -0.36, -0.06], [0.43, -0.72, 0.69], [-0.61, 0.30, -1.15], [0.20, 0.24, -0.02], [0.21, -0.34, 0.87], [-0.39, 1.14, -1.69], [-0.34, 1.13, 1.05], [1.81, -0.87, 0.56], [-0.55, -0.06, -0.93], [-0.86, -0.58, -0.64], [-0.11, -1.14, 0.71], [-0.21, -0.98, 1.13], [-0.25, -0.11, -0.26], [-0.48, 0.37, -0.54], [-0.18, -0.41, -0.20], [0.35, -0.03, -0.44], [0.07, 0.07, 0.21], [-0.07, 0.36, -0.14], [-0.04, -0.10, -0.29], [0.01, -0.29, 0.96], [-0.21, -0.06, 0.03], [0.29, -0.10, -0.23], [0.15, 0.28, -0.28], [0.42, -0.21, 0.41], [0.16, 0.65, -0.30], [0.03, 0.12, 0.13], [0.08, 0.22, 0.24], [-0.06, 0.23, 0.12], [0.45, 0.25, -0.04], [-0.16, 0.47, -0.43], [-0.20, 0.05, 0.83], [-0.57, -0.62, 0.32], [-0.56, -0.97, 0.41], [0.21, 1.36, -0.91], [-0.87, -0.44, 0.79], [1.90, -0.46, -0.37], [-0.23, 1.15, -0.04], [0.97, -0.47, 0.78], [-0.10, 0.06, 0.01], [-0.50, 0.27, -0.29], [-0.16, -0.83, -0.16], [0.83, -0.22, -1.39], [0.37, -0.06, -0.42], [-0.19, 0.34, 0.17], [0.49, 0.58, -0.04], [0.23, 0.05, 0.13], [0.11, -0.56, 0.27], [-0.08, -0.33, -0.49], [-0.05, -0.04, 0.12], [-0.87, 0.20, 0.14], [-0.28, -0.02, 0.00], [0.62, -0.22, -0.02], [-0.29, 0.02, 0.08], [0.11, 0.29, -0.09], [-0.03, -0.04, 0.08], [0.05, 0.07, 0.10], [-0.10, 0.15, 0.07], [-0.67, 0.13, 0.57], [-0.62, 0.38, 0.12], [0.30, 0.28, 0.17], [-0.04, -0.03, -0.17]], "fmax_ev_per_a": 2.27, "energy_ev": -72105.5175, "spin_multiplicity": 1, "charge": -1, "lumo_ev": 2.194, "e_homo_ev": -4.573}